Formula: C31H46BClN6O7ReS3
Source: the Open Molecules 2025 dataset
Level of theory: ωB97M-V with the def2-TZVPD basis set

Structure (ORCA input):
```
! RIJCOSX wB97M-V def2-TZVPD def2/J DEFGRID3
* xyz 2 4
Re 0.49058 -0.27116 -3.37093
C 5.19777 -1.70314 -1.42799
C 4.15925 -0.91228 -0.70800
C 4.38647 -0.25613 0.46771
C 3.36281 0.49787 1.08893
N 2.14994 0.52892 0.58135
N 1.92284 -0.10969 -0.56805
B 0.45206 -0.23811 -1.13583
N -0.06436 -1.62452 -0.61071
N 0.20985 -1.87053 0.67096
C -0.22221 -2.98337 1.21313
C -0.99502 -3.89810 0.46055
C -1.29206 -3.64757 -0.84903
C -2.11042 -4.56470 -1.69462
C -0.76370 -2.44571 -1.38678
S -1.00228 -2.03998 -3.05119
C 0.18666 -3.21701 2.66047
C -0.27562 -2.03698 3.52391
C 1.72050 -3.31183 2.68013
C -0.41158 -4.50782 3.21705
N -0.44178 0.87023 -0.42534
N -1.52983 0.38541 0.14559
C -2.26091 1.17012 0.91785
C -1.85820 2.48866 1.17709
C -0.76922 3.02696 0.52785
C -0.37486 4.45722 0.69202
C -0.08979 2.15552 -0.33662
S 1.09702 2.74194 -1.52104
C -3.54629 0.59245 1.47686
C -3.66238 0.92878 2.96864
C -4.70725 1.24294 0.70635
C -3.59554 -0.92325 1.28808
C 2.85499 -0.76824 -1.24495
S 2.45683 -1.40749 -2.80689
C 3.60125 1.28405 2.37309
C 5.09162 1.56563 2.57627
C 3.07409 0.44962 3.54529
C 2.84731 2.61417 2.31194
H 6.13146 -1.70698 -0.87143
H 5.37938 -1.28464 -2.41922
H 4.86869 -2.73401 -1.56802
H 5.36837 -0.29514 0.91748
H -1.36393 -4.79985 0.92771
H -2.39921 -5.44903 -1.13245
H -1.55202 -4.87653 -2.57844
H -3.01419 -4.06134 -2.04235
H -0.06341 -1.08527 3.04081
H 0.24301 -2.05993 4.48231
H -1.34576 -2.09595 3.72752
H 2.16920 -2.37837 2.33711
H 2.07550 -4.12325 2.04241
H 2.06197 -3.50763 3.69594
H -1.50153 -4.50878 3.16559
H -0.13826 -4.60071 4.26749
H -0.03332 -5.39416 2.70622
H -2.43286 3.10233 1.85769
H -0.73682 4.83435 1.64653
H -0.81858 5.04901 -0.10974
H 0.70281 4.59382 0.65090
H -3.82134 1.99233 3.14491
H -2.77867 0.61043 3.52319
H -4.52309 0.40763 3.38581
H -4.66561 2.33244 0.75248
H -5.65424 0.92807 1.14358
H -4.70129 0.93711 -0.34099
H -2.79520 -1.41680 1.83983
H -3.51351 -1.20251 0.23866
H -4.54885 -1.29333 1.66414
H 5.66185 0.65701 2.77053
H 5.21731 2.20912 3.44614
H 5.53095 2.07977 1.72015
H 3.58736 -0.51099 3.61325
H 2.00714 0.26405 3.43817
H 3.24080 0.98509 4.47973
H 3.19240 3.22431 1.47460
H 3.02542 3.17547 3.22877
H 1.77626 2.45120 2.21736
C -3.50177 2.41569 -3.15471
C -2.10412 2.25409 -3.73376
C -2.00939 2.77805 -5.16255
O -1.73164 0.85108 -3.63285
C -1.12037 3.01252 -2.86187
O -1.33937 4.00009 -2.24044
O 0.10661 2.36488 -2.82716
H -4.20314 1.83671 -3.75385
H -3.80488 3.46011 -3.17483
H -3.53789 2.05757 -2.12595
H -2.75419 2.27873 -5.78419
H -1.02319 2.61986 -5.58742
H -2.23315 3.84438 -5.17052
H -2.07619 0.41017 -4.42178
O 1.55268 -1.16588 -5.59644
Cl 1.26607 0.21832 -5.88339
O 1.78810 0.71127 -7.07307
O -0.18668 0.36000 -5.74966
O 1.78578 0.98108 -4.68297
*
```

Values from the calculation:
Orbital gap (alpha / beta) in eV: 7.27 / 7.37
HOMO (alpha / beta) in eV: -13.808 / -14.253
Lowest unoccupied orbital energy (alpha / beta) in Ha: -0.24034 / -0.25281

Listed below, in e, are the Mulliken charges computed for each atom: Re 0.32; C -1.94; C 0.60; C -0.54; C -0.32; N -0.30; N 0.79; B -0.16; N 0.24; N 0.01; C -0.39; C -0.58; C 0.30; C -1.85; C 1.02; S -0.59; C 2.43; C -1.38; C -1.45; C -2.31; N 0.84; N -0.29; C 0.02; C -0.50; C 0.36; C -1.73; C 0.57; S -0.18; C 2.03; C -1.69; C -1.83; C -1.62; C 0.99; S -0.48; C 2.29; C -2.15; C -1.57; C -1.49; H 0.40; H 0.41; H 0.41; H 0.41; H 0.64; H 0.41; H 0.40; H 0.39; H -0.01; H 0.56; H 0.33; H 0.08; H 0.37; H 0.49; H 0.50; H 0.41; H 0.42; H 0.55; H 0.52; H 0.33; H 0.34; H 0.39; H 0.32; H 0.48; H 0.36; H 0.53; H 0.30; H 0.06; H 0.31; H 0.55; H 0.42; H 0.43; H 0.47; H 0.37; H 0.16; H 0.48; H 0.37; H 0.53; H 0.11; C -1.52; C 1.74; C -1.77; O -0.29; C 0.00; O -0.48; O -0.28; H 0.50; H 0.41; H 0.06; H 0.46; H 0.38; H 0.49; H 0.35; O -0.57; Cl 1.81; O -0.56; O -0.59; O -0.63



Formula: C3H7N3O2
Source: the Open Molecules 2025 dataset
Level of theory: ωB97M-V with the def2-TZVPD basis set

Structure (ORCA input):
```
! RIJCOSX wB97M-V def2-TZVPD def2/J DEFGRID3
* xyz 0 1
C -0.66336 2.09481 1.17931
N 0.21943 1.22370 0.95587
N -0.17341 0.02832 0.16645
C -1.34295 0.00306 -0.73900
C 0.66216 -1.01060 -0.18577
O 0.33506 -1.93329 -1.15784
N 1.82768 -0.84037 0.19997
O 2.68765 -1.76055 -0.42391
H -1.59382 2.06486 0.44766
H -0.51084 2.98326 1.76867
H -1.67303 1.17621 -0.87260
H -2.28323 -0.50246 -0.04488
H -1.24638 -0.69074 -1.60687
H 1.78776 -0.72826 1.31977
H 1.96727 -2.10799 -1.00684
*
```

Values from the calculation:
Structure (SMILES): C=NN(C)C(=O)NO
Orbital gap in eV: 9.73
HOMO in eV: -9.226
Lowest unoccupied orbital energy in Ha: 0.01853

Listed below, in e, are the Mulliken charges computed for each atom: C -0.17; N -0.49; N 0.37; C -0.82; C 0.37; O -0.77; N 0.03; O -0.43; H 0.07; H 0.31; H 0.19; H 0.26; H 0.36; H 0.35; H 0.38